{
  "formula": "C11H20EuN3P2",
  "method": "wB97M-V/def2-TZVPD",
  "de_lowest_kj_mol": 87.6,
  "total_charge": -1,
  "fmax_ev_per_a": 1.9,
  "homo_ev": [-1.06, -1.18],
  "energy_ev": -54101.2593,
  "multiplicity": 8,
  "species": ["C", "C", "C", "C", "C", "Eu", "P", "H", "H", "H", "H", "H", "H", "H", "H", "C", "N", "C", "N", "C", "N", "C", "P", "C", "C", "H", "H", "H", "H", "H", "H", "H", "H", "H", "H", "H", "H"],
  "coordinates": [[0.5913, 0.7216, -2.0671], [0.1330, -0.0810, -3.0597], [-0.3220, -1.4523, -3.0186], [-0.3161, -2.4151, -1.9476], [-0.0078, -2.2995, -0.6255], [-0.7394, -0.1020, -0.3670], [0.1312, 2.6544, 0.8477], [0.9261, 1.7571, -2.2409], [0.1064, 0.2778, -4.1197], [-0.5364, -1.9010, -4.0165], [-0.0294, -3.1596, 0.0696], [-0.5886, -3.4045, -2.3763], [-0.9132, 3.3308, 1.5753], [0.2763, 3.6701, -0.1535], [1.2097, 3.1407, 1.6641], [0.8316, -1.0443, 5.5176], [0.9456, 0.1920, 4.7244], [-0.1954, 1.0718, 5.0312], [-1.4755, 0.4048, 4.7363], [-1.5734, -0.8278, 5.5342], [-0.4430, -1.7301, 5.2532], [-0.4967, -2.2669, 3.8847], [-0.3741, -0.9473, 2.5497], [1.0902, -0.0565, 3.2894], [-1.6691, 0.1760, 3.2999], [0.8697, -0.7616, 6.5837], [1.6517, -1.7303, 5.2675], [-0.1163, 1.9840, 4.4263], [-0.1653, 1.3035, 6.1101], [-2.5117, -1.3504, 5.3028], [-1.5482, -0.5355, 6.5998], [0.3162, -2.9950, 3.7582], [-1.4451, -2.8093, 3.7717], [1.2547, 0.9010, 2.7704], [1.9709, -0.6925, 3.1296], [-2.6556, -0.2861, 3.1539], [-1.6723, 1.1500, 2.7887]]
}

=====

{
  "formula": "C11H20F3O8",
  "method": "wB97M-V/def2-TZVPD",
  "de_lowest_kj_mol": 101.5,
  "total_charge": -1,
  "fmax_ev_per_a": 3.9,
  "homo_ev": -3.90,
  "energy_ev": -36263.3315,
  "species": ["O", "C", "O", "O", "H", "C", "O", "C", "C", "O", "C", "C", "O", "C", "H", "H", "H", "H", "H", "H", "H", "H", "H", "H", "H", "H", "H", "H", "C", "C", "O", "C", "O", "C", "F", "F", "F", "H", "H", "H", "H", "H"],
  "coordinates": [[-0.5304, -2.4755, -0.3704], [-0.4026, -1.1384, -0.6791], [-1.0255, -0.3117, 0.0340], [0.3886, -0.7718, -1.5933], [-1.1646, -2.4156, 0.3556], [1.4225, 2.2041, -4.2908], [2.0202, 2.4149, -3.0489], [2.9388, 1.3905, -2.7318], [3.7463, 1.7275, -1.5028], [2.7980, 1.7521, -0.4294], [3.3759, 1.6946, 0.8498], [2.3476, 2.2437, 1.8219], [1.0587, 1.7346, 1.6044], [0.0842, 2.0243, 2.5541], [0.6093, 2.9251, -4.4045], [1.0383, 1.1875, -4.4050], [2.0462, 2.4820, -5.1530], [3.6144, 1.0937, -3.5526], [2.3322, 0.4747, -2.7121], [4.0749, 2.7704, -1.5595], [4.5223, 0.9933, -1.2803], [4.2344, 2.3840, 0.8252], [3.8052, 0.7205, 1.1086], [2.3031, 3.3381, 1.7496], [2.7330, 2.1039, 2.8413], [-0.9443, 1.8838, 2.2233], [0.1621, 3.1216, 2.6458], [0.1042, 1.5982, 3.5637], [-4.0624, -1.7320, -0.9470], [-4.0524, -1.7225, 0.5869], [-3.1173, -2.6594, 1.1181], [-3.1415, -2.9576, 2.3907], [-3.7788, -2.3698, 3.2295], [-2.3105, -4.1821, 2.7521], [-3.1774, -5.2159, 2.8025], [-1.3750, -4.4733, 1.8431], [-1.6917, -4.0477, 3.9252], [-3.6129, -2.6537, -1.3177], [-3.4180, -0.9195, -1.2819], [-5.0803, -1.5785, -1.2979], [-5.0789, -1.9389, 0.8817], [-3.7957, -0.6989, 0.8507]]
}

=====

{
  "formula": "C11H20FN3O7P",
  "method": "wB97M-V/def2-TZVPD",
  "total_charge": 1,
  "fmax_ev_per_a": 5.5,
  "homo_ev": -12.58,
  "energy_ev": -42534.5444,
  "species": ["C", "C", "O", "N", "C", "C", "C", "N", "C", "F", "N", "C", "C", "O", "O", "H", "H", "H", "H", "H", "H", "H", "H", "H", "H", "H", "C", "O", "P", "O", "O", "C", "O", "C", "H", "H", "H", "H", "H", "H", "H", "H", "H"],
  "coordinates": [[5.1807, -0.3465, -0.8159], [3.7206, -0.7310, -0.7877], [3.2532, -1.2295, 0.2056], [2.8264, -0.4942, -1.8929], [3.4600, 0.0027, -3.1317], [1.6903, 0.2132, -1.4818], [0.4208, -0.2161, -1.6732], [-0.3785, 0.7378, -1.0826], [0.3476, 1.6960, -0.5582], [-0.1097, 2.7234, 0.0606], [1.6249, 1.4233, -0.7762], [2.7456, 2.2329, -0.3130], [3.4998, 2.8823, -1.4618], [4.6612, 3.1567, -1.4152], [2.7174, 3.1156, -2.5444], [5.3928, 0.0594, 0.1721], [5.7759, -1.2537, -0.9037], [5.4544, 0.4155, -1.5361], [2.6597, 0.3544, -3.7835], [4.1414, 0.8394, -2.9907], [3.9422, -0.8042, -3.6759], [0.0646, -1.1124, -2.1447], [-1.3922, 0.7367, -1.0066], [3.3918, 1.6822, 0.3633], [2.3157, 3.0552, 0.2642], [3.2229, 2.8916, -3.3379], [-4.8198, -0.2278, 3.6458], [-5.2291, -0.4268, 2.2722], [-4.1567, -1.0508, 1.2208], [-4.4783, -0.4027, -0.0633], [-4.6252, -2.5770, 1.3412], [-5.9772, -2.9556, 1.6013], [-2.5974, -1.5148, 1.0652], [-1.6038, -0.9003, 1.8947], [-5.6726, 0.1600, 4.1938], [-4.5060, -1.1717, 4.0988], [-4.0033, 0.4929, 3.7039], [-6.6734, -2.4030, 0.9721], [-6.2201, -2.8048, 2.6521], [-6.0606, -4.0156, 1.3765], [-1.7629, -1.0975, 2.9553], [-1.6041, 0.1798, 1.7063], [-0.6387, -1.3152, 1.6111]]
}